No. 1
Here is a structure of composition C35H63FN4O8S2 from the OMol25 dataset. Energies are from ωB97M-V/def2-TZVPD.

Properties
E_tot = -84044.1748 eV
LUMO level = -0.39 eV
Maximum force = 1.5 eV/Å
HOMO level = -8.67 eV

Each line ends with the Mulliken charge.
Cartesian coordinates (Å):
1 C -0.830 0.117 5.019  -0.684
2 C 0.221 1.188 4.663  -0.317
3 C -0.235 2.611 4.782  0.526
4 O 0.563 3.500 4.867  -0.588
5 O -1.560 2.836 4.795  -0.244
6 C -1.927 4.072 4.173  -0.621
7 C -3.302 3.943 3.528  -1.684
8 C -3.260 2.895 2.433  -0.078
9 C -2.877 3.229 1.176  1.074
10 F -2.548 4.493 0.883  -0.357
11 C -2.752 2.284 0.098  0.700
12 O -2.376 2.814 -1.097  -0.603
13 C -1.047 2.506 -1.556  -1.204
14 C -0.537 3.694 -2.340  1.108
15 C -1.237 3.766 -3.714  -1.730
16 C 0.991 3.706 -2.476  0.382
17 C 1.638 3.986 -1.114  -1.550
18 C 1.558 2.429 -3.085  -1.576
19 C -3.046 0.978 0.320  -0.019
20 C -2.922 -0.103 -0.720  -1.832
21 C -1.502 -0.748 -0.661  -0.501
22 C -1.514 -2.136 -0.020  -1.467
23 C -0.172 -2.823 -0.225  -0.659
24 S 0.136 -3.363 -1.948  -0.264
25 C -1.409 -3.198 -2.712  0.426
26 N -1.817 -2.286 -3.530  -0.371
27 N -3.132 -2.590 -3.855  -0.258
28 C -3.411 -3.660 -3.196  0.057
29 O -2.403 -4.126 -2.456  -0.268
30 C -3.513 0.592 1.611  0.430
31 N -3.888 -0.619 1.990  -0.559
32 S -4.345 -0.548 3.521  0.081
33 N -4.070 1.021 3.817  -0.625
34 C -3.623 1.544 2.695  0.838
35 H -1.142 -0.408 4.121  -0.084
36 H -0.356 -0.632 5.646  0.402
37 H -1.687 0.523 5.536  0.304
38 H 0.614 1.008 3.669  0.255
39 H 1.048 1.112 5.357  0.312
40 H -1.221 4.287 3.377  0.467
41 H -1.906 4.890 4.885  0.351
42 H -4.070 3.691 4.251  0.443
43 H -3.534 4.895 3.064  0.418
44 H -1.124 1.659 -2.237  0.242
45 H -0.396 2.210 -0.741  0.251
46 H -0.825 4.593 -1.798  0.446
47 H -0.592 3.406 -4.509  0.405
48 H -2.147 3.177 -3.691  0.343
49 H -1.476 4.800 -3.937  0.407
50 H 1.258 4.543 -3.119  0.395
51 H 1.214 4.899 -0.709  0.414
52 H 1.479 3.136 -0.457  0.349
53 H 2.701 4.167 -1.241  0.316
54 H 1.558 1.614 -2.365  0.253
55 H 2.585 2.607 -3.394  0.392
56 H 1.019 2.152 -3.985  0.408
57 H -3.106 0.336 -1.693  0.471
58 H -3.617 -0.904 -0.498  0.835
59 H -0.863 -0.127 -0.041  0.652
60 H -1.037 -0.759 -1.640  0.736
61 H -2.349 -2.744 -0.357  0.496
62 H -1.659 -1.981 1.047  0.427
63 H -0.035 -3.679 0.427  0.403
64 H 0.581 -2.097 0.069  0.416
65 H -4.353 -4.172 -3.184  0.483
66 C 5.777 7.210 -3.282  -1.362
67 C 5.385 5.791 -2.900  0.444
68 C 6.333 4.768 -3.509  -1.300
69 O 4.044 5.523 -3.312  -0.412
70 H 5.732 7.339 -4.367  0.355
71 H 5.087 7.929 -2.839  0.333
72 H 6.788 7.446 -2.949  0.379
73 H 5.391 5.691 -1.814  0.239
74 H 6.305 4.824 -4.601  0.353
75 H 6.037 3.757 -3.227  0.304
76 H 7.360 4.935 -3.182  0.389
77 H 4.008 5.604 -4.271  0.308
78 C 0.750 -6.751 3.604  -1.327
79 C 1.193 -5.296 3.603  0.544
80 C 2.468 -5.103 2.795  -1.179
81 O 1.398 -4.847 4.944  -0.556
82 H 1.519 -7.384 4.056  0.320
83 H -0.160 -6.874 4.192  0.350
84 H 0.561 -7.109 2.591  0.357
85 H 0.395 -4.675 3.191  0.141
86 H 3.291 -5.680 3.220  0.291
87 H 2.775 -4.057 2.808  0.317
88 H 2.330 -5.413 1.757  0.373
89 H 2.100 -5.384 5.326  0.355
90 C 7.461 -4.043 3.480  -1.396
91 C 6.533 -5.248 3.520  0.595
92 C 7.313 -6.547 3.663  -1.319
93 O 5.726 -5.287 2.343  -0.510
94 H 8.133 -4.108 2.620  0.349
95 H 6.886 -3.123 3.376  0.338
96 H 8.065 -3.977 4.385  0.374
97 H 5.839 -5.145 4.355  0.248
98 H 7.981 -6.687 2.809  0.337
99 H 6.634 -7.400 3.690  0.325
100 H 7.913 -6.551 4.574  0.375
101 H 6.313 -5.377 1.585  0.308
102 C -7.286 -1.689 -6.262  -1.204
103 C -7.783 -1.715 -4.825  0.364
104 C -7.342 -0.475 -4.062  -1.155
105 O -7.313 -2.890 -4.163  -0.534
106 H -6.193 -1.669 -6.286  0.304
107 H -7.608 -2.585 -6.794  0.315
108 H -7.659 -0.814 -6.795  0.363
109 H -8.872 -1.782 -4.816  0.301
110 H -6.250 -0.420 -4.024  0.263
111 H -7.704 -0.509 -3.034  0.311
112 H -7.717 0.435 -4.533  0.362
113 H -6.352 -2.851 -4.161  0.295

***

No. 2
Here is a structure of composition C35H63N17NbO5P2 from the OMol25 dataset. Energies are from ωB97M-V/def2-TZVPD.

Properties
E_tot = -93004.8500 eV
LUMO level = 1.39 eV
Total charge = -1
Maximum force = 3.3 eV/Å
HOMO level = -4.18 eV

Each line ends with the Mulliken charge.
Cartesian coordinates (Å):
1 C 2.740 0.304 -4.202  -0.805
2 C 3.272 1.197 -3.080  -0.054
3 N 2.971 2.639 -3.248  -0.667
4 Nb 1.059 3.359 -2.917  -0.710
5 C 1.689 4.145 -0.820  -1.075
6 C 2.641 3.225 -0.134  0.153
7 N 3.715 3.629 0.442  -0.844
8 C 0.199 2.705 -4.962  0.346
9 O -0.193 3.916 -5.671  -0.359
10 O -1.522 4.227 -5.269  -0.315
11 P 0.114 1.177 -1.906  0.779
12 P -1.635 1.506 -0.660  0.414
13 O -1.299 1.590 0.779  -0.392
14 O -2.686 0.307 -0.886  -0.244
15 O -2.430 2.811 -1.113  -0.419
16 H 3.380 -0.581 -4.259  0.377
17 H 2.891 0.849 -5.135  0.175
18 H 1.716 -0.028 -4.041  0.026
19 H 3.053 0.789 -2.084  0.188
20 H 4.360 1.115 -3.155  0.300
21 H 3.631 3.136 -2.653  0.235
22 H -0.585 4.121 -2.618  0.091
23 H 1.564 4.978 -3.607  -0.058
24 H 0.820 4.317 -0.180  0.402
25 H 2.222 5.075 -1.048  0.517
26 H 2.461 2.150 -0.139  0.441
27 H 3.751 4.645 0.344  0.204
28 H -0.684 2.087 -4.824  -0.258
29 H 0.964 2.234 -5.583  0.121
30 H -1.403 5.027 -4.738  0.295
31 H 1.010 0.598 -0.970  -0.234
32 H -2.198 -0.453 -1.247  0.253
33 H -2.542 2.780 -2.077  0.201
34 C 1.426 -3.220 -0.722  -1.113
35 C 0.300 -2.339 -0.972  0.521
36 N -0.601 -1.654 -1.151  -0.507
37 H 1.240 -3.756 0.204  0.300
38 H 1.548 -3.931 -1.537  0.362
39 H 2.335 -2.631 -0.616  0.282
40 C -3.694 -0.201 -5.403  -1.074
41 C -2.773 0.301 -4.392  0.291
42 N -2.045 0.686 -3.594  -0.148
43 H -3.914 -1.252 -5.216  0.211
44 H -4.621 0.369 -5.369  0.281
45 H -3.248 -0.099 -6.391  0.337
46 C 0.713 -2.231 -7.257  -0.879
47 C 1.132 -2.585 -5.908  0.344
48 N 1.471 -2.861 -4.848  -0.312
49 H 1.582 -2.215 -7.914  0.292
50 H -0.004 -2.962 -7.625  0.335
51 H 0.251 -1.246 -7.250  0.254
52 C -6.678 2.032 -0.366  -0.351
53 C -5.540 1.345 -0.966  0.398
54 N -4.641 0.823 -1.457  -0.289
55 H -6.577 2.058 0.713  -0.038
56 H -6.722 3.048 -0.748  -0.082
57 H -7.602 1.517 -0.620  0.362
58 C 0.214 -1.406 3.090  -0.446
59 C 1.339 -2.210 2.621  0.331
60 N 2.228 -2.820 2.224  -0.472
61 H 0.293 -1.246 4.162  0.385
62 H 0.217 -0.441 2.583  -0.109
63 H -0.721 -1.919 2.871  0.301
64 C -5.191 5.484 -2.747  -0.632
65 C -6.514 5.182 -2.209  0.379
66 N -7.555 4.942 -1.788  -0.464
67 H -5.287 6.125 -3.622  0.324
68 H -4.593 5.992 -1.994  0.276
69 H -4.689 4.561 -3.033  0.118
70 C 3.816 -5.671 3.390  0.087
71 C 4.203 -7.074 3.280  0.271
72 N 4.508 -8.178 3.195  -0.417
73 H 3.198 -5.525 4.273  -0.184
74 H 4.704 -5.048 3.470  0.274
75 H 3.251 -5.370 2.511  0.042
76 C -8.608 3.557 2.909  -0.851
77 C -8.200 2.176 2.682  0.451
78 N -7.882 1.089 2.504  -0.418
79 H -9.214 3.620 3.811  0.335
80 H -7.729 4.187 3.025  0.274
81 H -9.191 3.914 2.061  0.272
82 C 2.094 -6.390 7.940  -0.742
83 C 1.969 -5.510 6.783  0.469
84 N 1.865 -4.815 5.875  -0.513
85 H 3.141 -6.504 8.210  0.293
86 H 1.558 -5.970 8.781  0.103
87 H 1.679 -7.368 7.705  0.282
88 C 6.446 1.603 -0.076  -0.564
89 C 6.554 1.148 -1.459  0.401
90 N 6.614 0.778 -2.544  -0.472
91 H 5.759 2.450 -0.014  0.071
92 H 6.063 0.796 0.546  0.251
93 H 7.426 1.903 0.291  0.308
94 C -4.143 -3.078 -1.690  -0.233
95 C -4.305 -3.538 -3.064  0.331
96 N -4.431 -3.898 -4.146  -0.480
97 H -4.729 -2.169 -1.553  0.100
98 H -4.491 -3.832 -0.987  0.352
99 H -3.094 -2.863 -1.487  -0.071
100 C 4.830 -4.602 -5.494  -0.692
101 C 4.626 -3.605 -6.537  0.367
102 N 4.447 -2.818 -7.352  -0.428
103 H 5.890 -4.685 -5.265  0.302
104 H 4.290 -4.304 -4.597  0.193
105 H 4.459 -5.568 -5.829  0.265
106 C -0.175 2.578 3.739  -0.104
107 C 0.410 1.595 4.642  0.443
108 N 0.871 0.833 5.366  -0.550
109 H -1.196 2.795 4.045  0.261
110 H 0.404 3.500 3.773  0.046
111 H -0.187 2.195 2.717  -0.041
112 C -0.238 -5.869 12.198  -0.827
113 C 1.008 -6.201 11.517  0.433
114 N 1.988 -6.460 10.979  -0.413
115 H -0.362 -4.788 12.233  0.271
116 H -1.079 -6.307 11.664  0.267
117 H -0.218 -6.259 13.213  0.302
118 C 3.014 5.301 5.281  -0.735
119 C 1.629 5.761 5.276  0.347
120 N 0.541 6.121 5.272  -0.402
121 H 3.041 4.213 5.234  0.262
122 H 3.540 5.706 4.419  0.258
123 H 3.509 5.632 6.191  0.296